# 1
C21H43BrCl14O3P | the ωB97M-V functional and the def2-TZVPD basis

Each line ends with the Mulliken charge.
Cartesian coordinates (Å):
C1 4.162163 0.509454 -0.026390  -0.535
C2 3.639648 -0.812772 -0.537307  0.679
O1 3.754660 -1.823508 0.122151  -0.594
O2 3.067899 -0.869258 -1.764344  -0.435
C3 1.894463 -0.052701 -2.019740  -0.207
C4 0.595996 -0.691418 -1.556580  -0.350
P1 0.138383 -0.235835 0.283302  1.273
C5 -1.365701 -1.446289 0.242283  -0.884
C6 -1.024618 1.245993 -0.285906  -0.548
C7 -0.889197 2.597149 0.350997  0.370
O3 -1.689222 3.483729 0.244390  -0.567
Br1 0.711487 3.062379 1.421691  -0.273
H1 4.861844 0.934194 -0.750214  0.257
H2 4.695396 0.332799 0.904933  0.304
H3 3.321284 1.181119 0.146979  -0.069
H4 1.997801 0.961740 -1.618141  0.002
H5 1.852478 0.047464 -3.108431  0.256
H6 -0.212750 -0.445437 -2.251388  0.707
H7 0.743231 -1.773930 -1.573606  -0.619
H8 1.307349 0.640977 0.301502  -0.803
H9 -0.176280 0.102320 1.682890  -0.004
H10 0.978140 -1.340137 0.777371  0.032
H11 -2.089993 -1.153450 1.009948  0.397
H12 -1.843561 -1.569834 -0.738327  0.038
H13 -0.983928 -2.439731 0.514837  0.042
H14 -2.051110 0.948321 -0.046849  0.234
H15 -1.004575 1.439648 -1.364127  0.288
Cl1 5.854882 4.027533 0.301165  -0.200
C8 5.285266 5.087120 -1.012720  0.002
C9 3.826509 4.877917 -1.322539  -0.420
Cl2 3.509232 3.284536 -2.051173  -0.159
H16 5.908081 4.898556 -1.883894  0.324
H17 5.445341 6.112405 -0.685644  -0.111
H18 3.497071 5.630394 -2.038487  0.350
H19 3.212455 4.957183 -0.427980  0.236
Cl3 -2.913996 -0.636593 3.616315  -0.140
C10 -3.235794 -2.197165 4.400989  -0.529
C11 -3.358203 -3.301129 3.382367  -0.378
Cl4 -4.833692 -3.127070 2.402030  -0.177
H20 -4.140433 -2.105425 4.998378  0.324
H21 -2.397157 -2.401979 5.065276  0.331
H22 -3.426047 -4.266906 3.883616  0.375
H23 -2.505844 -3.314267 2.706441  0.187
Cl5 0.099672 1.916849 -4.518995  -0.179
C12 0.545627 3.595929 -4.138769  -0.119
C13 0.248493 4.548517 -5.266447  -0.503
Cl6 1.302767 4.280188 -6.683032  -0.215
H24 1.596646 3.592510 -3.875167  0.038
H25 -0.031693 3.882518 -3.260016  0.286
H26 0.422394 5.570714 -4.933934  0.347
H27 -0.782475 4.460580 -5.599472  0.337
Cl7 -4.061604 -4.803014 -1.217995  -0.106
C14 -5.567592 -3.856357 -1.144890  -0.239
C15 -5.483409 -2.596395 -1.967910  -0.589
Cl8 -4.325420 -1.455346 -1.239469  -0.073
H28 -5.757253 -3.617330 -0.102811  0.012
H29 -6.367517 -4.500584 -1.509327  0.336
H30 -6.458593 -2.109853 -1.986988  0.314
H31 -5.174200 -2.798119 -2.990765  0.319
Cl9 8.002828 6.851620 1.999367  -0.155
C16 7.460433 8.521541 2.300318  -0.426
C17 6.065096 8.779675 1.794408  -0.467
Cl10 5.984796 8.776439 0.012135  -0.211
H32 8.177194 9.196045 1.838479  0.307
H33 7.487397 8.669464 3.378796  0.286
H34 5.736909 9.765370 2.119839  0.324
H35 5.362879 8.037433 2.165452  0.330
Cl11 -1.015430 -6.014424 -0.538729  -0.165
C18 0.753937 -5.800923 -0.437082  -0.543
C19 1.205812 -4.554371 -1.153781  0.467
Cl12 0.991827 -4.735717 -2.917594  -0.223
H36 1.224334 -6.684531 -0.862035  0.380
H37 1.006482 -5.744234 0.620423  0.313
H38 2.265341 -4.382257 -0.974945  0.299
H39 0.658842 -3.671443 -0.829628  -0.496
Cl13 -5.994995 -6.323925 1.943949  -0.081
C20 -6.738549 -7.225172 3.285649  -0.552
C21 -7.367119 -6.313567 4.308234  -0.451
Cl14 -6.150745 -5.379863 5.217778  -0.167
H40 -5.971395 -7.850102 3.736370  0.329
H41 -7.502195 -7.869840 2.852357  0.294
H42 -7.916917 -6.907404 5.037085  0.327
H43 -8.051561 -5.608718 3.843079  0.307

Force components x, y, z for each atom (eV/Å):
C 0.1 -0.2 -0.3
C -0.2 -0.7 1.0
O 0.3 0.3 -0.7
O -0.2 0.3 0.3
C -0.5 0.1 -1.0
C 0.4 -0.1 0.6
P 0.0 -1.0 -0.1
C 0.3 -0.1 -0.1
C 0.3 0.3 0.5
C -1.4 0.5 -0.8
O 0.7 -0.4 0.3
Br 0.3 0.0 0.1
H -0.2 0.1 0.0
H -0.1 0.0 0.0
H 0.2 0.1 0.0
H 0.2 -0.1 0.2
H 0.4 0.0 0.1
H 0.1 0.0 0.0
H -0.1 0.0 -0.1
H -0.2 0.2 0.1
H 0.0 0.3 -0.1
H 0.2 0.0 0.0
H -0.1 0.0 -0.3
H 0.1 0.2 0.3
H 0.0 0.1 0.0
H 0.0 0.1 0.0
H 0.1 0.0 0.0
Cl 0.0 -0.1 0.0
C 0.1 0.1 0.0
C -0.1 0.1 0.0
Cl 0.1 0.0 0.0
H 0.0 -0.1 0.0
H 0.0 0.0 0.0
H 0.0 0.0 0.0
H 0.0 -0.1 0.0
Cl 0.0 0.2 0.2
C 0.0 0.0 0.0
C 0.1 -0.2 0.1
Cl 0.0 0.2 0.0
H 0.0 0.0 -0.1
H 0.0 0.0 0.0
H -0.1 0.0 0.0
H -0.1 0.1 -0.1
Cl -0.1 0.0 -0.1
C -0.1 0.0 0.1
C -0.1 0.1 0.1
Cl 0.0 0.0 0.0
H 0.1 0.0 0.0
H 0.0 0.0 0.0
H 0.0 0.0 0.0
H 0.0 -0.1 0.0
Cl 0.0 0.0 0.0
C -0.1 -0.1 0.0
C -0.1 0.1 0.1
Cl -0.3 0.0 -0.2
H 0.1 0.0 0.0
H 0.0 0.0 -0.1
H 0.0 0.0 0.0
H 0.1 0.0 0.0
Cl 0.0 0.0 -0.1
C 0.1 0.0 0.1
C -0.1 0.0 0.1
Cl 0.0 0.0 0.0
H 0.0 0.0 0.0
H -0.1 0.0 0.0
H 0.0 0.0 0.0
H 0.0 -0.1 -0.1
Cl 0.0 -0.1 0.1
C 0.1 0.1 0.1
C 0.1 0.0 0.1
Cl 0.0 0.1 -0.1
H -0.1 0.0 0.0
H 0.0 0.1 0.0
H 0.0 0.0 0.0
H 0.0 -0.1 0.0
Cl 0.0 -0.1 0.0
C 0.0 -0.1 -0.1
C -0.1 0.0 0.0
Cl 0.0 0.0 0.0
H 0.0 0.0 0.0
H 0.0 0.0 0.0
H 0.0 0.0 0.0
H 0.1 0.1 0.0

Computed properties:
Net charge = -1
Strongest force on any atom = 0.032 Eh/bohr
Multiplicity = 1
LUMO level = 1.9 eV

***

# 2
C21H43FO9 | the ωB97M-V functional and the def2-TZVPD basis

Each line ends with the Mulliken charge.
Cartesian coordinates (Å):
O1 0.668944 -7.173473 -7.370177  -0.540
C1 1.115594 -7.233944 -6.229702  0.644
O2 0.447384 -7.879140 -5.279710  -0.304
C2 0.851170 -7.369996 -4.034020  -0.410
C3 2.278428 -6.954799 -4.351929  0.246
F1 3.169303 -7.996255 -4.410149  -0.280
O3 2.060206 -6.408188 -5.641970  -0.292
H1 0.265343 -6.498788 -3.740921  0.291
H2 0.804287 -8.149991 -3.274091  0.317
H3 2.697998 -6.308600 -3.580883  0.329
C4 -3.198477 -0.767649 -6.229415  -0.534
C5 -2.276161 -0.292836 -7.377192  -0.556
C6 -0.936922 -0.227778 -6.675218  -0.405
O4 -1.231856 -0.002908 -5.275327  -0.396
C7 -2.631649 0.045939 -5.094932  -0.424
H4 -3.054751 -1.822299 -5.994544  0.279
H5 -4.220488 -0.503238 -6.500884  0.317
H6 -2.622897 0.625485 -7.851062  0.342
H7 -2.258960 -1.149306 -8.051179  0.268
H8 -0.313158 0.519355 -7.165943  0.272
H9 -0.410720 -1.176437 -6.781359  0.266
H10 -3.025133 1.062023 -5.124058  0.284
H11 -2.855273 -0.422838 -4.136624  0.288
C8 -1.833712 -2.663680 7.625126  -0.448
C9 -2.731702 -1.564665 8.150682  -0.615
C10 -4.154725 -2.144329 8.241745  -0.393
O5 -4.182797 -3.080779 7.097029  -0.410
C11 -2.824945 -3.495287 6.833117  -0.388
H12 -1.468801 -3.249124 8.469034  0.247
H13 -0.994766 -2.255962 7.061172  0.294
H14 -2.615889 -0.741941 7.445119  0.263
H15 -2.455966 -1.117727 9.105834  0.364
H16 -4.980587 -1.434695 8.192196  0.319
H17 -4.174402 -2.667718 9.197668  0.252
H18 -2.714856 -3.412010 5.751901  0.267
H19 -2.711870 -4.544401 7.106390  0.248
C12 5.638070 5.882040 0.871743  -0.513
C13 4.634486 5.894374 -0.291601  -0.432
C14 5.413886 5.377047 -1.492330  -0.428
O6 6.727952 5.310585 -1.044521  -0.410
C15 6.812240 5.065272 0.333051  -0.448
H20 5.250709 5.437159 1.788328  0.318
H21 6.000130 6.902006 1.000914  0.246
H22 4.194381 6.886674 -0.390339  0.281
H23 3.832648 5.187128 -0.079562  0.234
H24 5.237937 5.973267 -2.387682  0.264
H25 5.148907 4.358627 -1.776420  0.279
H26 7.769573 5.303433 0.796612  0.330
H27 6.595615 4.014488 0.525430  0.279
C16 -3.456725 5.134914 0.826955  -0.522
C17 -2.449180 5.770138 1.807700  -0.454
C18 -2.218890 7.145770 1.329062  -0.354
O7 -2.978790 7.171321 0.058059  -0.421
C19 -4.079658 6.337130 0.151225  -0.420
H28 -4.133483 4.392748 1.250391  0.361
H29 -2.818361 4.570362 0.147321  0.218
H30 -1.542805 5.164795 1.795389  0.233
H31 -2.799308 5.748940 2.839715  0.294
H32 -1.233809 7.531926 1.067114  0.247
H33 -2.667412 7.921202 1.950072  0.232
H34 -4.516140 6.097152 -0.818309  0.323
H35 -4.911820 6.776152 0.701527  0.263
C20 2.327839 -6.700044 3.110229  -0.535
O8 2.690325 -6.389271 1.768457  -0.481
H36 2.521532 -5.872379 3.792552  0.239
H37 1.241402 -6.744111 3.186540  0.250
H38 2.770642 -7.611874 3.510969  0.236
H39 2.317258 -5.524299 1.583415  0.291
C21 0.939100 -0.576106 0.655613  -0.523
O9 0.874988 -1.550935 -0.374918  -0.475
H40 -0.044953 -0.164334 0.879629  0.251
H41 1.218427 -0.994710 1.622487  0.222
H42 1.547649 0.280709 0.366412  0.232
H43 0.668443 -1.049319 -1.166955  0.293

Force components x, y, z for each atom (eV/Å):
O 2.4 -0.2 2.5
C -2.8 1.9 -2.8
O -0.5 -0.8 0.2
C 1.1 -0.9 0.8
C -0.5 0.3 0.8
F -0.4 -0.2 -0.3
O 0.9 -1.0 -0.3
H -0.1 0.0 -0.1
H -0.1 0.0 -0.1
H -0.1 0.8 -0.7
C 0.0 1.1 -0.6
C -0.3 -1.9 0.3
C -0.3 0.1 -0.1
O 0.9 0.4 -0.5
C -0.4 -0.5 0.3
H -0.2 0.0 -0.3
H -0.2 -0.4 0.4
H 0.1 -0.1 0.1
H 0.0 0.5 -0.7
H 0.2 0.4 0.7
H 0.0 -0.1 0.2
H 0.1 0.3 0.1
H 0.0 0.3 0.2
C -0.5 -0.1 0.9
C -0.3 1.6 0.1
C 1.6 -0.8 -1.2
O 0.3 1.0 1.4
C -0.6 -0.6 -0.7
H 0.3 -0.1 -0.1
H -0.1 -0.2 0.0
H -0.7 0.2 -0.2
H 0.3 -0.3 0.2
H 0.1 -0.1 -0.3
H -0.5 -0.4 0.0
H 0.2 0.0 0.0
H -0.1 -0.2 -0.1
C 0.5 0.2 -0.1
C -0.9 -0.6 0.8
C -0.6 -0.4 0.4
O 2.7 0.7 -1.2
C -1.7 -0.2 0.2
H -0.1 0.4 0.1
H -0.1 0.0 0.5
H 0.1 -0.1 -0.3
H -0.2 0.2 0.0
H 0.8 0.3 0.0
H -0.6 -0.2 0.1
H 0.1 0.2 -0.6
H 0.2 -0.4 0.0
C 0.2 -0.7 0.3
C 0.3 -1.8 1.3
C -1.5 1.6 -2.1
O 1.1 1.7 -0.3
C -0.1 -1.0 0.2
H -0.1 0.3 0.3
H -0.4 0.1 -0.6
H 0.1 0.1 0.1
H -0.1 0.1 0.0
H 0.2 -0.6 0.1
H -0.1 -0.1 0.4
H 0.5 0.2 -0.3
H 0.0 0.2 0.6
C -1.0 0.9 0.3
O 0.3 -0.4 0.4
H 0.7 0.1 0.1
H -0.3 -0.7 -0.1
H 0.2 0.1 -0.6
H 0.0 0.0 -0.1
C -0.8 0.4 0.3
O 0.2 0.1 0.4
H -0.4 0.1 -0.2
H 0.6 -0.3 -0.4
H 0.4 -0.1 0.2
H 0.0 -0.2 -0.2

Computed properties:
Strongest force on any atom = 0.085 Eh/bohr
SMILES string = O=C1OC[C@@H](F)O1.C1CCOC1.C1CCOC1.C1CCOC1.C1CCOC1.CO.CO
Energy above the lowest of the compared OMol25 structures with the same formula, charge and spin = 45.75 kcal/mol
Multiplicity = 1
LUMO level = 0.1 eV

***

# 3
C21H43GaN2P3Se | the ωB97M-V functional and the def2-TZVPD basis

Each line ends with the Mulliken charge.
Cartesian coordinates (Å):
Ga1 0.012348 0.182705 0.822411  -0.335
P1 0.309681 2.355186 2.249460  0.425
P2 -2.428695 0.790495 0.475627  0.753
P3 2.502552 0.105380 0.475849  0.679
H1 -1.435402 -2.977649 -7.962977  0.305
C1 -0.568645 -3.605289 -7.723035  -0.617
C2 -0.731215 -4.881313 -7.314949  -0.424
H2 -1.733010 -5.330073 -7.210173  0.248
C3 0.417823 3.974349 1.383967  -1.266
C4 -1.067315 2.646058 3.422562  -1.086
C5 1.776252 2.432925 3.340946  -1.232
C6 -3.052661 -0.354573 -0.810227  -1.199
C7 -3.584761 0.526895 1.855814  -1.268
C8 -2.884056 2.446781 -0.167821  -1.262
C9 2.778266 -1.183844 -0.796186  -1.116
C10 3.499552 -0.456171 1.888034  -1.222
C11 3.407243 1.559957 -0.174853  -1.135
H3 0.422148 -3.227272 -8.001511  0.289
H4 0.123385 -5.573636 -7.233753  0.249
H5 0.437624 4.783685 2.139690  0.502
H6 -0.448165 4.111070 0.715575  0.295
H7 1.342293 4.010744 0.783005  0.310
H8 -0.785929 3.465283 4.110251  0.542
H9 -1.265074 1.739886 4.018071  0.247
H10 -1.987954 2.923285 2.882984  0.352
H11 1.720148 3.358632 3.944857  0.571
H12 2.705989 2.441829 2.749032  0.358
H13 1.803788 1.569863 4.025841  0.330
H14 -4.155388 -0.395539 -0.764440  0.501
H15 -2.644562 -1.359115 -0.621228  0.319
H16 -2.724233 -0.027177 -1.809806  0.291
H17 -4.478070 1.163522 1.713597  0.449
H18 -3.106962 0.782656 2.811515  0.254
H19 -3.888033 -0.530295 1.884633  0.432
H20 -3.985274 2.508755 -0.245351  0.518
H21 -2.425172 2.592124 -1.159787  0.385
H22 -2.519867 3.238744 0.505962  0.259
H23 3.850921 -1.451195 -0.824612  0.524
H24 2.447897 -0.821500 -1.784460  0.256
H25 2.184593 -2.073552 -0.536469  0.316
H26 4.559316 -0.527118 1.574938  0.522
H27 3.150026 -1.437135 2.225714  0.346
H28 3.413235 0.255389 2.726148  0.305
H29 4.493717 1.355593 -0.139591  0.494
H30 3.185431 2.456276 0.426203  0.255
H31 3.091988 1.751259 -1.212820  0.369
C12 0.171585 0.614784 -3.031620  0.843
C13 -0.235860 -0.733407 -2.975277  -0.022
C14 -0.303026 -1.493535 -4.135247  -1.019
C15 0.057855 -0.921131 -5.361804  0.061
C16 0.488688 0.417719 -5.432954  -0.894
C17 0.545314 1.184849 -4.274238  -0.565
Se1 0.230084 1.778922 -1.579056  0.568
H32 -0.111032 -0.870978 -0.336919  -0.465
H33 -0.507389 -1.174970 -2.010233  0.667
H34 -0.639816 -2.535583 -4.075682  0.491
H35 -0.000772 -1.527771 -6.266547  0.199
H36 0.779031 0.870058 -6.383998  0.445
H37 0.861784 2.231035 -4.280355  0.478
C18 -0.163575 -1.971360 5.955337  -0.870
N1 -0.218858 -1.838903 4.522755  0.063
C19 -0.504557 -2.867293 3.627757  -0.880
C20 -0.463864 -2.332749 2.395690  -0.339
N2 -0.155703 -0.980981 2.510619  1.094
C21 -0.015098 -0.719483 3.815422  -0.055
H38 -1.125110 -2.311063 6.356864  0.355
H39 0.598009 -2.700120 6.254934  0.356
H40 0.079921 -1.006455 6.398266  0.304
H41 -0.711404 -3.876354 3.951023  0.481
H42 -0.620367 -2.775515 1.423457  0.542
H43 0.228404 0.223371 4.273165  0.076

Force components x, y, z for each atom (eV/Å):
Ga -0.3 0.0 1.2
P -0.1 0.7 0.2
P -0.6 -0.1 -0.2
P 0.7 -0.2 -0.5
H 0.3 -0.2 0.2
C -0.2 -1.0 0.0
C 0.1 0.5 -0.7
H 0.6 0.4 0.1
C 0.0 -0.1 -0.1
C -0.1 -0.1 0.2
C 0.2 -0.1 0.2
C 0.0 0.0 0.0
C -0.1 0.1 0.3
C 0.1 0.0 0.1
C 0.0 0.0 0.1
C 0.2 0.2 0.3
C 0.1 0.0 0.2
H -0.3 -0.1 0.2
H -0.5 0.5 0.1
H 0.0 -0.4 -0.4
H 0.3 0.1 0.3
H -0.3 0.1 0.2
H -0.2 -0.3 -0.3
H 0.0 0.4 -0.2
H 0.4 -0.1 0.3
H 0.1 -0.4 -0.3
H -0.3 0.1 0.3
H 0.1 0.4 -0.2
H 0.5 0.0 -0.1
H -0.2 0.3 0.0
H -0.2 -0.1 0.3
H 0.4 -0.4 0.1
H -0.3 -0.1 -0.3
H 0.1 0.3 0.0
H 0.5 0.1 -0.1
H -0.3 0.1 0.2
H -0.2 -0.2 -0.2
H -0.5 0.1 -0.1
H 0.2 -0.2 0.4
H 0.2 0.2 -0.1
H -0.5 0.0 0.2
H 0.1 0.1 -0.1
H 0.1 -0.3 -0.3
H -0.5 0.2 -0.1
H 0.2 -0.3 -0.2
H 0.2 0.0 0.3
C 0.2 1.4 1.5
C -0.6 -1.7 -0.1
C -0.1 0.0 1.3
C 0.1 0.3 -0.3
C 0.2 0.8 0.5
C 0.2 0.2 -1.5
Se 0.1 -0.9 -1.8
H -0.1 -0.4 0.2
H 0.1 0.2 -0.6
H 0.2 0.5 -0.2
H 0.0 0.1 0.2
H -0.1 -0.2 0.3
H -0.1 -0.4 -0.2
C 0.0 -0.3 1.1
N -0.1 -0.3 -1.2
C 0.1 0.1 0.9
C 0.1 0.8 -0.5
N 0.1 0.3 -0.2
C -0.2 -1.0 -0.3
H 0.2 0.1 -0.2
H -0.1 0.2 -0.2
H 0.0 -0.1 0.0
H 0.0 0.1 0.1
H 0.0 -0.1 0.2
H 0.0 -0.1 0.0

Computed properties:
Net charge = +3
Strongest force on any atom = 0.040 Eh/bohr
Energy above the lowest of the compared OMol25 structures with the same formula, charge and spin = 60.42 kcal/mol
Multiplicity = 1
LUMO level (alpha / beta) = -12.6 / -12.7 eV

***

- Which value of multiplicity does entry 3 give?
  1

***

- Which value of multiplicity does entry 3 give?
  1